(1)
C4H7N3 | ωB97M-V/def2-TZVPD

Geometry as XYZ:
```
14
Properties=species:S:1:pos:R:3:forces:R:3:lowdin_charge:R:1
C -1.243 0.764 -0.577 -0.005 0.080 -0.208 -0.047
C -1.165 -0.929 1.129 0.274 -0.262 0.079 -0.134
N -0.344 0.145 0.441 0.073 0.231 -0.005 -0.246
C 0.991 -0.204 -0.163 -0.111 -0.517 -0.018 -0.347
N 1.208 -1.389 -0.520 0.006 0.532 0.064 0.225
C 1.959 0.882 -0.236 0.565 0.755 -0.031 -0.137
N 2.733 1.743 -0.285 -0.832 -0.846 0.061 0.178
H -0.755 1.585 -1.112 0.021 -0.089 0.070 0.091
H -2.127 1.086 -0.027 0.208 0.020 -0.154 0.090
H -1.535 -0.031 -1.265 0.098 0.116 0.070 0.099
H -1.176 -1.745 0.390 -0.134 0.096 0.210 -0.008
H -0.550 -1.261 1.974 0.049 -0.027 -0.076 -0.009
H -0.147 0.861 1.143 -0.119 -0.130 -0.059 0.152
H 2.151 -1.508 -0.892 -0.091 0.039 -0.002 0.090
```
Positions in Å, forces in eV/Å.

Values from the calculation:
multiplicity	1
LUMO	-0.627	eV
HOMO-LUMO gap	6.37	eV
total energy	-320.7251	Eh
ΔE to the lowest compared entry with this formula, charge and spin	415.4	kJ/mol
HOMO energy	-7.0	eV



(2)
C4H7N3 | ωB97M-V/def2-TZVPD

Geometry as XYZ:
```
14
Properties=species:S:1:pos:R:3:forces:R:3:lowdin_charge:R:1
C 1.123 -1.266 0.399 0.340 -0.042 0.088 -0.119
C 1.113 1.067 0.807 -0.004 -0.191 0.014 -0.069
N 0.577 -0.066 0.995 1.211 0.318 1.228 -0.196
C -1.059 0.195 -0.732 -0.414 0.360 0.481 -0.284
N -0.390 0.976 -1.490 -0.602 -0.404 0.747 0.117
C -2.264 -0.496 -1.075 -1.378 -0.648 -0.037 -0.212
N -3.252 -1.099 -1.100 0.746 0.431 -0.244 0.142
H 0.348 -1.982 0.081 0.107 0.448 0.183 0.087
H 1.664 -1.700 1.238 0.231 -0.457 -0.270 0.086
H 1.799 -1.068 -0.441 -0.012 -0.019 0.094 0.085
H 1.866 1.249 0.039 0.244 -0.044 0.294 0.081
H 0.689 1.902 1.364 0.162 0.053 -0.249 0.087
H -0.750 -0.010 0.500 -0.852 0.578 -2.871 0.119
H -0.816 1.142 -2.418 0.221 -0.383 0.544 0.076
```
Positions in Å, forces in eV/Å.

Values from the calculation:
multiplicity	1
LUMO	0.221	eV
HOMO-LUMO gap	9.93	eV
total energy	-320.7589	Eh
ΔE to the lowest compared entry with this formula, charge and spin	326.5	kJ/mol
HOMO energy	-9.7	eV



(3)
C4H7N3 | ωB97M-V/def2-TZVPD

Geometry as XYZ:
```
14
Properties=species:S:1:pos:R:3:forces:R:3:lowdin_charge:R:1
C -1.726 -0.399 -0.068 -0.459 0.998 0.132 -0.125
C 0.545 -1.453 -0.594 -0.350 -0.494 -0.408 -0.090
C 0.687 -1.006 0.782 0.925 2.919 -0.199 -0.069
C -0.187 -0.208 -0.211 -2.262 -0.545 -0.140 -0.467
N -2.892 -0.300 -0.016 2.440 -0.451 -0.084 0.114
N 0.284 2.103 0.275 -2.880 1.729 -1.508 -0.003
N 0.227 1.048 -0.660 0.837 0.111 -0.810 -0.117
H 1.339 -1.285 -1.293 0.405 -0.232 -0.070 0.113
H -0.028 -2.349 -0.660 -0.353 -0.424 -0.742 0.106
H 0.073 -1.313 1.571 -0.276 -1.215 1.046 0.092
H 1.615 -0.465 1.025 -0.571 -0.390 0.145 0.119
H -0.719 2.563 0.374 2.569 -1.431 0.351 0.127
H 0.627 1.720 1.124 0.029 -0.088 0.896 0.047
H 0.157 1.344 -1.651 -0.056 -0.487 1.388 0.152
```
Positions in Å, forces in eV/Å.

Values from the calculation:
multiplicity	1
LUMO	0.985	eV
HOMO-LUMO gap	9.89	eV
total energy	-320.7800	Eh
ΔE to the lowest compared entry with this formula, charge and spin	271.3	kJ/mol
HOMO energy	-8.9	eV



(4)
C4H7N3 | ωB97M-V/def2-TZVPD

Geometry as XYZ:
```
14
Properties=species:S:1:pos:R:3:forces:R:3:lowdin_charge:R:1
N 1.112 0.986 0.872 0.449 0.568 0.277 0.122
C 1.127 0.417 -0.364 -0.283 -0.619 -1.055 -0.531
C -0.299 -0.174 -0.642 0.296 1.520 2.067 -0.269
C -1.593 0.455 1.518 0.115 -0.232 -0.398 -0.044
C -0.447 -1.432 -1.201 -0.051 -1.238 -0.452 0.061
N -0.526 -0.076 1.069 -0.301 -0.044 -0.862 0.002
N 2.008 0.345 -1.280 -0.085 0.100 0.338 0.131
H 1.762 0.566 1.532 -0.025 0.002 -0.075 0.078
H 2.881 0.787 -0.983 -0.081 -0.041 0.013 0.046
H -0.945 0.594 -1.068 0.009 -0.018 0.061 0.126
H -1.558 1.058 2.422 -0.026 -0.321 0.210 0.077
H -2.541 0.343 0.997 -0.010 0.294 -0.154 0.077
H 0.135 -2.270 -0.840 0.009 0.035 -0.027 0.066
H -1.116 -1.600 -2.032 -0.017 -0.006 0.057 0.057
```
Positions in Å, forces in eV/Å.

Values from the calculation:
multiplicity	1
LUMO (alpha / beta)	-0.534 / -0.275	eV
HOMO-LUMO gap (alpha / beta)	7.37 / 8.27	eV
total energy	-320.6638	Eh
ΔE to the lowest compared entry with this formula, charge and spin	576.4	kJ/mol
HOMO energy (alpha / beta)	-7.9 / -8.5	eV



(5)
C4H7N3 | ωB97M-V/def2-TZVPD

Geometry as XYZ:
```
14
Properties=species:S:1:pos:R:3:forces:R:3:lowdin_charge:R:1
C 2.273 0.146 0.456 0.178 -0.074 0.178 -0.093
N 1.133 0.658 -0.272 -0.129 -0.135 -0.032 -0.023
C -0.114 0.217 0.015 0.379 0.234 0.269 -0.399
N -0.984 0.232 -1.126 0.394 -0.338 0.200 0.035
N -2.188 -0.145 -0.556 -0.075 -0.437 0.152 -0.044
C -1.970 -0.447 0.758 -0.158 -0.023 0.046 -0.162
C -0.654 -0.322 1.187 -0.185 0.420 -0.125 -0.059
H 1.925 -0.102 1.460 0.126 0.024 -0.091 0.068
H 2.669 -0.764 -0.017 -0.005 0.134 0.129 0.083
H 3.064 0.899 0.507 -0.121 -0.100 0.014 0.079
H 1.289 1.036 -1.197 -0.114 -0.076 0.189 0.133
H -3.038 -0.007 -1.075 0.030 0.036 0.114 0.137
H -2.847 -0.753 1.325 0.157 0.089 -0.007 0.095
H -0.559 -0.648 -1.464 -0.477 0.246 -1.038 0.151
```
Positions in Å, forces in eV/Å.

Values from the calculation:
multiplicity	1
LUMO	0.883	eV
HOMO-LUMO gap	8.44	eV
total energy	-320.7524	Eh
ΔE to the lowest compared entry with this formula, charge and spin	343.6	kJ/mol
HOMO energy	-7.6	eV



(6)
C4H7N3 | ωB97M-V/def2-TZVPD

Geometry as XYZ:
```
14
Properties=species:S:1:pos:R:3:forces:R:3:lowdin_charge:R:1
N -2.430 -0.163 0.072 -0.134 -0.261 -0.150 0.074
C -1.143 -0.052 -0.530 0.215 0.139 0.322 -0.397
C -0.076 -0.925 -0.473 0.045 -0.004 0.251 -0.016
C 1.044 -0.137 -0.080 -0.046 0.158 -0.051 -0.358
N 2.230 -0.655 0.457 0.255 -0.013 -0.210 0.072
C 0.657 1.185 -0.080 0.262 0.005 -0.046 -0.083
N -0.673 1.219 -0.458 -0.067 -0.044 0.221 0.033
H -2.668 -1.141 0.192 -0.179 -0.007 -0.280 0.076
H -2.171 0.142 1.016 -0.740 -0.105 -0.039 0.092
H -0.136 -2.006 -0.523 -0.006 0.200 0.277 0.101
H 2.994 0.004 0.466 0.036 -0.093 -0.085 0.079
H 2.513 -1.539 0.059 0.036 0.091 -0.056 0.079
H 1.172 2.078 0.235 0.113 -0.061 -0.283 0.103
H -1.313 1.990 -0.352 0.209 -0.004 0.128 0.147
```
Positions in Å, forces in eV/Å.

Values from the calculation:
multiplicity	1
LUMO	1.057	eV
HOMO-LUMO gap	8.22	eV
total energy	-320.8459	Eh
ΔE to the lowest compared entry with this formula, charge and spin	98.2	kJ/mol
HOMO energy	-7.2	eV



(7)
C4H7N3 | ωB97M-V/def2-TZVPD

Geometry as XYZ:
```
14
Properties=species:S:1:pos:R:3:forces:R:3:lowdin_charge:R:1
C 1.610 -0.583 -1.219 -0.002 -0.040 -0.054 -0.091
C 1.098 0.097 0.044 0.104 0.092 0.021 -0.245
N -0.263 -0.325 0.340 -0.131 -0.032 0.044 0.015
C -1.300 0.553 0.384 0.161 0.194 -0.010 -0.466
N -1.155 1.819 0.281 -0.169 -0.246 0.028 0.134
C -2.622 -0.059 0.557 -0.997 -0.267 0.130 -0.138
N -3.707 -0.442 0.683 1.127 0.286 -0.118 0.157
H 0.936 -0.356 -2.050 0.122 -0.050 0.057 0.077
H 1.649 -1.671 -1.096 0.001 0.142 -0.029 0.070
H 2.614 -0.237 -1.485 -0.146 -0.035 0.106 0.074
H 1.072 1.182 -0.085 -0.025 -0.181 0.038 0.101
H 1.741 -0.113 0.909 -0.071 -0.009 -0.163 0.115
H -0.459 -1.311 0.418 -0.040 0.165 -0.028 0.139
H -2.052 2.290 0.339 0.066 -0.019 -0.022 0.057
```
Positions in Å, forces in eV/Å.

Values from the calculation:
multiplicity	1
LUMO	0.787	eV
HOMO-LUMO gap	10.38	eV
total energy	-320.8671	Eh
ΔE to the lowest compared entry with this formula, charge and spin	42.6	kJ/mol
HOMO energy	-9.6	eV



(8)
C4H7N3 | ωB97M-V/def2-TZVPD

Geometry as XYZ:
```
14
Properties=species:S:1:pos:R:3:forces:R:3:lowdin_charge:R:1
C -1.362 -0.894 0.682 -0.340 -1.071 -0.118 -0.058
C 0.259 1.760 -0.548 0.703 -0.085 -0.117 -0.026
N 0.914 -0.333 -1.541 -0.562 0.927 1.552 0.171
C 0.486 0.269 -0.474 -1.727 1.820 -4.627 -0.524
N -0.075 -0.267 0.703 5.828 -1.098 0.487 -0.079
C 1.277 -0.919 0.926 -4.823 -0.420 2.510 -0.228
N 2.128 -1.468 1.473 0.790 -0.013 -0.382 0.160
H 0.864 -1.352 -1.533 0.072 -0.022 0.446 0.061
H -2.098 -0.133 0.371 0.355 -0.226 0.389 0.105
H -1.422 -1.720 -0.023 -0.042 -0.173 -0.209 0.084
H -1.559 -1.296 1.673 -0.273 0.236 0.001 0.094
H 0.534 2.234 0.390 -0.072 0.074 0.085 0.078
H 0.859 2.169 -1.354 -0.124 0.142 -0.105 0.076
H -0.806 1.950 -0.745 0.214 -0.091 0.088 0.087
```
Positions in Å, forces in eV/Å.

Values from the calculation:
multiplicity	1
LUMO	0.528	eV
HOMO-LUMO gap	10.66	eV
total energy	-320.7794	Eh
ΔE to the lowest compared entry with this formula, charge and spin	272.9	kJ/mol
HOMO energy	-10.1	eV



(9)
C4H7N3 | ωB97M-V/def2-TZVPD

Geometry as XYZ:
```
14
Properties=species:S:1:pos:R:3:forces:R:3:lowdin_charge:R:1
C -1.648 0.778 0.001 -0.155 0.064 -0.040 -0.114
C -1.132 -0.653 0.253 -0.038 -0.078 0.010 -0.197
C 0.362 -0.513 0.303 -0.032 0.271 -0.160 -0.321
C 1.352 -0.774 -0.616 -0.074 0.158 0.094 -0.046
N 2.331 0.108 -0.289 0.173 -0.048 -0.001 -0.019
N 1.998 0.844 0.772 0.138 -0.159 0.033 -0.009
N 0.830 0.454 1.149 0.186 0.130 -0.116 0.028
H -2.719 0.814 -0.210 0.051 -0.098 0.044 0.067
H -1.431 1.405 0.870 -0.119 -0.139 -0.140 0.066
H -1.111 1.227 -0.844 -0.176 -0.133 0.067 0.077
H -1.541 -1.035 1.195 0.106 -0.004 -0.138 0.105
H -1.444 -1.325 -0.553 0.113 0.034 0.131 0.105
H 1.500 -1.497 -1.408 -0.314 0.266 0.043 0.115
H 3.124 0.392 -0.839 0.139 -0.264 0.171 0.145
```
Positions in Å, forces in eV/Å.

Values from the calculation:
multiplicity	1
LUMO	0.901	eV
HOMO-LUMO gap	10.34	eV
total energy	-320.8456	Eh
ΔE to the lowest compared entry with this formula, charge and spin	99.1	kJ/mol
HOMO energy	-9.4	eV